Formula: C9H22BO11PS
Source: OMol25
Level of theory: wB97M-V/def2-TZVPD

Its LUMO energy is -1.1 eV. Its charge is 0. For the HOMO energy, the calculation gives -9.34 eV. The structure (SMILES) is BP(O)(O)=S.COC(=O)OC.COC(=O)OC.COC(=O)OC.

Geometry as XYZ:
```
45
Properties=species:S:1:pos:R:3:nbo_charge:R:1
B -2.90 -4.01 0.08 0.046
P -1.25 -3.47 -0.70 1.517
O -0.70 -2.13 -0.01 -0.974
O -1.55 -2.92 -2.19 -0.984
S -0.01 -4.90 -0.53 -0.521
H -3.46 -4.92 -0.43 -0.048
H -3.32 -3.47 1.05 -0.047
H -1.39 -1.45 0.05 0.506
H -2.29 -3.34 -2.63 0.510
C 0.14 0.76 -1.62 -0.265
O 1.36 1.32 -2.14 -0.495
C 2.21 1.72 -1.20 0.976
O 2.03 1.68 -0.01 -0.645
O 3.30 2.20 -1.81 -0.495
C 4.32 2.67 -0.91 -0.255
H -0.44 0.48 -2.49 0.199
H 0.35 -0.11 -1.01 0.200
H -0.40 1.51 -1.04 0.195
H 4.65 1.86 -0.26 0.195
H 3.93 3.48 -0.29 0.192
H 5.12 3.02 -1.54 0.196
C 3.13 -3.11 5.87 -0.255
O 3.52 -3.42 4.53 -0.497
C 2.70 -2.92 3.60 0.978
O 1.71 -2.28 3.82 -0.648
O 3.16 -3.27 2.40 -0.494
C 2.37 -2.80 1.30 -0.259
H 3.89 -3.57 6.50 0.194
H 3.11 -2.04 6.03 0.192
H 2.15 -3.53 6.09 0.191
H 2.36 -1.71 1.29 0.193
H 1.35 -3.17 1.36 0.206
H 2.86 -3.19 0.41 0.196
C -5.72 3.10 -2.09 -0.255
O -4.75 4.14 -2.23 -0.491
C -3.50 3.77 -1.97 0.981
O -3.15 2.66 -1.65 -0.658
O -2.70 4.82 -2.13 -0.489
C -1.32 4.55 -1.87 -0.258
H -6.67 3.56 -2.33 0.198
H -5.51 2.28 -2.78 0.191
H -5.73 2.71 -1.07 0.192
H -0.96 3.77 -2.55 0.194
H -1.19 4.22 -0.84 0.194
H -0.80 5.48 -2.05 0.200
```